Computed, not measured: a cluster of 3 separate species, C13H28O2P in total, with the ωB97M-V functional and the def2-TZVPD basis.

```
44
Properties=species:S:1:pos:R:3:forces:R:3
C 1.339 -3.450 -2.306 0.0 0.0 0.0
H 0.630 -3.051 -3.038 0.0 0.0 0.0
H -0.263 -5.919 -1.175 0.0 0.0 0.0
H 3.139 -4.646 -2.364 0.0 0.0 0.0
H -0.877 -0.350 -0.258 -0.1 0.1 0.1
H 1.792 4.143 -1.166 0.1 0.0 0.0
C -0.491 2.485 0.560 0.1 0.1 0.1
H 1.878 -6.723 -2.706 0.0 0.0 0.0
H 0.913 5.628 -0.888 -0.1 0.0 -0.1
C -1.625 -0.996 2.716 0.1 0.1 0.0
H 1.914 -2.618 -1.900 0.0 0.0 0.0
H -1.333 5.406 1.708 0.0 0.0 0.0
C 1.326 -5.783 -2.688 0.0 0.0 0.0
O 0.614 -4.064 -1.240 0.0 0.0 0.0
C -0.578 -2.091 2.529 0.0 0.0 0.0
C 0.052 -1.673 1.201 0.1 0.0 0.0
H 2.345 5.548 1.005 0.0 0.0 0.0
H 0.131 -2.139 3.356 0.0 0.0 0.0
H -2.872 6.095 1.178 0.0 0.0 0.0
C -2.195 5.241 1.056 0.0 0.1 0.0
C 2.201 -4.550 -2.914 0.0 0.0 0.0
C 1.661 4.697 0.910 0.0 0.1 0.0
H 1.381 -5.837 -0.516 0.0 0.0 0.0
H -1.191 -0.122 3.215 0.0 0.0 0.0
C 0.726 -5.480 -1.319 0.0 0.0 -0.1
H 2.221 3.793 1.146 -0.1 -0.1 0.1
C 1.065 4.616 -0.499 0.2 -0.1 0.0
H -1.060 -3.068 2.432 0.0 0.0 0.0
H -2.636 4.799 -1.006 -0.1 0.0 0.0
C -1.150 -1.149 0.433 0.0 0.0 0.0
O -2.050 -0.624 1.414 -0.2 -0.1 0.0
P -0.514 3.652 -0.743 -0.2 -0.1 -0.3
H 2.436 -4.365 -3.962 0.0 0.0 0.0
H -1.388 6.008 -0.795 0.1 -0.1 -0.1
H -0.208 2.881 1.541 -0.1 0.0 0.1
H -2.496 -1.326 3.289 0.0 0.0 0.0
H -1.670 -1.953 -0.104 0.1 0.0 -0.1
H 0.540 -5.831 -3.445 0.0 0.0 0.0
H 0.757 -0.854 1.361 0.0 0.0 0.0
H 0.884 4.816 1.667 0.0 0.0 0.0
H -1.428 1.927 0.618 0.1 -0.2 -0.1
C -1.765 5.057 -0.396 0.0 0.1 0.2
H 0.558 -2.481 0.675 0.0 0.0 0.0
H -2.712 4.351 1.416 0.1 0.0 0.1
```
Forces are in eV/Å.

Properties
Total energy in eV: -27316.84172
HOMO in eV: -1.67
Net charge: -1
Frontier orbital gap in eV: 4.3

***

Computed, not measured: a structure of composition C13H29Br2GeOSSn, with the ωB97M-V functional and the def2-TZVPD basis.

```
48
Properties=species:S:1:pos:R:3:forces:R:3
H 6.543 4.716 22.409 -0.4 -0.4 -0.1
H 7.276 3.901 21.091 0.3 -0.1 -0.3
C 6.410 3.849 21.740 0.7 1.1 -0.2
H 0.605 6.864 11.021 0.2 -0.5 0.4
H 3.557 8.138 16.047 0.2 0.0 -0.1
H 4.273 3.795 21.592 0.2 0.0 -0.3
H 6.542 2.950 22.310 -0.3 -0.4 0.3
C -1.639 2.388 15.039 0.3 0.5 0.1
H 7.956 9.732 17.906 -0.5 -0.5 0.2
H -0.788 -0.768 16.011 0.5 0.8 -0.2
C 0.109 1.162 16.585 0.2 0.2 0.0
H 5.936 10.026 16.770 0.0 -0.3 0.0
Ge 4.265 5.854 17.161 -1.7 2.8 4.0
H 5.021 8.002 18.683 -0.3 0.3 0.3
H 3.280 4.390 19.063 0.7 0.6 -0.2
C 4.977 5.267 20.187 0.3 0.5 0.8
Br 1.973 6.815 13.282 -1.5 0.2 -1.2
H 5.934 5.563 19.737 -0.2 -0.2 0.0
H 3.235 5.186 16.415 -1.2 -1.9 -2.1
C 0.509 6.223 11.912 0.9 -0.2 0.5
Sn 2.377 4.101 13.790 0.0 -1.9 0.4
Br 0.733 4.277 11.501 -0.1 1.2 0.0
H 5.098 3.071 20.220 0.1 -0.1 -0.2
S -0.067 2.815 15.866 0.7 -0.8 -1.3
H -2.601 0.676 15.936 -0.2 0.1 0.2
H 0.150 0.066 14.739 -0.3 0.1 0.1
H 6.949 8.837 19.090 0.3 0.1 0.0
C -0.540 0.234 15.578 -0.3 -1.1 0.0
H 4.862 6.006 21.016 -0.3 -0.2 -0.8
H -2.415 2.952 15.513 -0.4 0.5 0.5
O 1.018 2.642 14.643 -0.4 1.6 0.6
H 7.815 7.981 17.778 0.1 -0.1 0.3
C 3.702 7.785 17.070 1.3 0.7 -1.5
C 3.814 5.375 19.152 1.1 -2.2 0.3
H -2.230 0.510 14.234 -0.1 -0.2 0.0
C 4.703 8.618 17.827 0.9 0.2 1.1
H 4.279 9.554 18.282 0.0 -0.9 -0.5
C 5.142 3.908 20.916 -1.0 0.2 0.2
H -0.429 6.304 12.441 0.0 0.2 0.0
H 3.006 6.060 19.433 0.4 0.8 -0.6
C -1.858 0.894 15.181 0.4 -0.3 -0.7
C 6.032 8.988 17.127 0.0 1.0 -0.3
H -0.439 1.233 17.523 0.1 -0.2 0.2
H 6.294 8.426 16.228 -0.6 -0.4 -0.2
C 7.261 8.879 18.043 0.1 0.5 -0.1
H 2.690 7.784 17.493 0.0 -0.8 0.4
H -1.558 2.810 14.038 0.2 -0.3 -0.2
H 1.188 1.011 16.719 -0.3 0.0 0.3
```
Forces are in eV/Å.

Properties
Total energy in eV: -229234.24103
HOMO in eV: -17.98
Net charge: +3
Frontier orbital gap in eV: 5.7

***

Computed, not measured: a structure of composition C13H29Br3O18S5, with the ωB97M-V functional and the def2-TZVPD basis.

```
68
Properties=species:S:1:pos:R:3:forces:R:3
H 1.295 -3.638 -0.574 0.4 0.2 -0.1
H -5.919 1.590 5.691 0.0 0.0 0.0
S 2.021 6.237 -1.728 -0.3 1.1 -0.3
O -3.280 2.592 5.706 -1.2 -0.3 1.3
C 3.637 -2.530 -5.474 -0.8 -1.4 0.2
H -5.720 -4.394 -1.261 0.0 0.0 0.2
O 6.233 -0.836 -0.162 0.3 1.0 -0.3
H -4.958 0.294 6.435 -0.1 0.1 0.3
H 2.881 3.466 -3.189 -0.6 -0.9 0.4
H 3.743 3.489 -1.614 0.1 -0.1 -0.2
O -2.528 -1.516 -1.289 -2.3 -1.9 1.0
H 4.391 -3.070 -4.901 0.0 0.5 0.4
H 2.963 -3.724 -2.497 0.0 0.1 -0.8
O -5.052 -1.546 -1.230 1.7 -0.2 1.6
O -4.942 3.755 7.266 1.0 -1.7 -0.3
C 1.080 -3.327 -1.596 -1.5 -0.4 -0.4
C 2.209 -2.936 -2.492 0.1 0.9 1.4
H -2.972 4.098 2.766 0.3 0.0 -0.1
S 2.079 -3.487 -5.097 1.2 0.5 1.0
O 0.973 4.991 -1.477 -0.6 3.3 -0.6
H -6.016 -1.891 -2.986 0.5 0.0 -0.2
Br 1.075 0.539 -0.414 0.5 0.2 -1.2
C -2.608 3.476 3.584 0.4 -0.8 -0.4
C -5.471 1.238 6.621 0.6 0.8 -0.5
H 1.851 3.611 -0.229 0.5 0.5 0.1
O 1.110 -3.256 -6.161 1.0 -0.5 1.8
H 4.307 -2.547 1.709 -0.3 0.1 -0.2
H -0.381 -1.531 0.093 -0.1 0.1 -0.2
O -3.324 1.948 8.068 -1.5 0.9 -1.4
H -1.818 3.980 4.141 0.0 0.1 -0.2
O 2.523 6.738 -0.454 -0.5 -1.2 -1.9
C -3.761 3.278 4.492 -0.3 0.7 1.6
H 0.527 -4.122 -2.097 0.1 -0.5 0.1
O 4.884 -0.523 -2.236 -0.2 0.4 3.1
H 1.016 2.972 -1.535 -0.2 0.3 -0.4
H -5.461 -4.278 -2.995 0.3 0.3 0.0
H -4.632 2.739 4.120 0.2 0.0 -0.3
H 6.323 -0.725 1.949 0.7 0.1 -0.3
O 1.491 7.275 -2.651 1.2 -3.4 2.0
C 4.531 -1.570 1.282 -1.0 -0.3 -0.2
C 6.036 -1.389 1.134 -1.0 0.1 0.9
S -4.229 2.493 7.060 1.0 0.4 -0.3
C 2.895 3.876 -2.179 0.6 -0.7 0.3
H 2.641 -2.009 -2.115 0.3 -0.2 0.0
H -2.219 2.532 3.204 0.0 0.1 -0.2
O -3.907 -3.597 -1.829 0.6 1.2 1.2
Br -1.491 0.404 1.585 -1.6 0.5 0.5
C 1.657 3.816 -1.281 0.2 -2.5 0.0
C -5.294 -3.768 -2.046 -0.9 0.5 0.5
S 4.826 -0.302 -0.786 0.5 -3.1 -2.4
C 0.010 -0.692 0.668 0.5 0.0 0.3
O 4.042 -1.545 -0.069 -0.1 1.2 -1.1
H -4.029 4.293 4.784 -0.6 -0.1 0.3
C -5.920 -2.335 -1.995 -0.2 -0.7 -0.8
H 6.471 -2.383 1.232 0.6 0.3 -0.4
S -3.635 -2.311 -0.759 1.0 0.5 -0.6
Br 1.247 -1.427 2.042 0.4 -0.9 0.7
H 0.338 -2.529 -1.600 0.2 0.3 0.3
O 4.456 0.964 -0.284 0.1 0.3 0.5
O 3.107 5.225 -2.471 -0.5 3.6 0.6
O 2.511 -4.851 -4.678 -1.4 2.9 -0.9
H -6.933 -2.269 -1.599 0.1 -0.4 0.5
O 1.619 -2.537 -3.742 0.7 -2.4 -2.9
H 3.924 -2.699 -6.511 -0.5 0.3 -0.1
H 3.476 -1.491 -5.187 0.1 -0.2 -0.1
O -3.603 -2.744 0.644 -0.8 0.7 -3.3
H -6.251 1.225 7.382 0.4 -0.1 0.1
H 3.954 -0.810 1.809 0.5 0.1 0.3
```
Forces are in eV/Å.

Properties
Expectation value of S²: 0.754
Total energy in eV: -315104.18036
HOMO (spin up / spin down) in eV: -1.60 / -5.86
Net charge: -1
2S+1: 2
Frontier orbital gap (spin up / spin down) in eV: 3.6 / 7.9

***

Computed, not measured: a structure of composition C13H29ClIN2OP2SeSm, with the ωB97M-V functional and the def2-TZVPD basis.

```
51
Properties=species:S:1:pos:R:3:forces:R:3
N -3.342 0.030 1.188 1.0 -0.4 0.6
H 5.196 -0.341 -4.185 -0.2 -1.0 -0.2
P 0.951 -2.058 1.103 0.0 -0.4 1.0
N -2.728 0.067 3.277 0.7 -0.3 -1.0
C 3.674 -1.778 -4.354 -5.2 -0.7 1.2
C -3.241 0.194 -0.242 -0.4 0.0 -0.6
O 2.518 -1.969 -4.302 6.8 1.0 -0.7
C -4.069 -0.958 1.845 0.1 0.4 -0.1
H -0.645 4.109 -0.562 0.2 -0.1 -0.2
H -1.769 1.717 -3.533 -0.1 0.2 0.1
H 1.941 -4.053 0.157 0.2 0.1 0.3
P 0.104 2.430 -2.185 -0.3 1.1 0.0
H -2.337 2.406 -1.995 0.4 0.1 -0.3
H -1.830 3.495 -3.319 0.3 -0.3 0.2
C 1.137 2.828 -3.654 0.0 -0.3 0.1
H 3.179 -2.851 0.627 -0.2 -0.3 0.3
H -4.200 -0.096 -0.671 0.1 0.1 -0.1
C 1.232 -1.488 2.833 0.2 0.2 0.0
C 5.101 -1.468 -4.178 -0.2 0.4 0.3
Se -1.014 1.614 1.446 0.2 0.1 0.6
H -0.496 -3.814 2.091 0.2 0.3 -0.2
H 2.385 -3.875 1.903 0.0 0.2 -0.5
H -1.484 -0.700 4.806 -0.1 0.3 -0.3
C 0.210 4.013 -1.244 0.2 -0.1 0.2
H -1.192 1.017 4.355 -0.3 -0.2 0.0
C -1.617 2.536 -2.816 -0.1 -0.4 -0.2
H -4.028 -1.532 3.970 0.0 0.2 0.1
C -3.696 -0.923 3.147 -0.1 0.3 -0.6
H 2.188 2.613 -3.395 -0.3 0.3 -0.2
H 2.016 -0.720 2.863 -0.1 -0.2 0.1
C -0.576 -3.045 1.306 -0.3 -0.1 -0.4
H -2.626 0.533 5.332 0.2 0.1 -0.4
H 1.551 -2.341 3.447 -0.1 0.2 -0.1
H -2.454 -0.448 -0.668 -0.2 0.1 0.2
H 5.729 -1.942 -4.963 -0.5 0.2 0.4
H 1.007 3.888 -3.938 0.1 -0.6 0.0
H -0.796 -3.538 0.351 0.0 0.0 0.2
H -3.015 1.237 -0.506 -0.2 -0.5 0.3
I 4.232 0.590 -0.102 0.7 -0.6 -0.7
H 5.400 -1.802 -3.139 -0.5 0.1 -0.9
H 0.223 4.847 -1.960 -0.1 -0.2 0.2
H 1.125 4.037 -0.637 -0.2 0.1 -0.2
Sm 1.406 0.573 -0.236 -1.0 1.4 1.9
C -1.960 0.248 4.505 0.2 0.1 0.5
H -4.749 -1.578 1.284 -0.1 0.0 0.3
Cl 1.812 2.365 1.654 0.3 -0.5 -1.0
C 2.249 -3.348 0.943 0.0 0.2 -0.3
H -1.429 -2.398 1.541 0.2 0.0 0.0
H 0.318 -1.050 3.254 0.2 -0.1 -0.2
H 0.832 2.161 -4.474 0.2 0.3 0.1
C -2.419 0.568 2.033 -1.6 -0.9 0.3
```
Forces are in eV/Å.

Properties
Expectation value of S²: 8.774
Total energy in eV: -141416.91726
HOMO (spin up / spin down) in eV: -12.69 / -12.70
Net charge: +2
2S+1: 6
Frontier orbital gap (spin up / spin down) in eV: 4.5 / 4.5